ORCA calculation (ωB97M-V with the def2-TZVPD basis set) on 2 unconnected molecules or ions with the total composition C29H42N5O in a non-equilibrium geometry.

```
77
Properties=species:S:1:pos:R:3:forces:R:3
O -2.368856 3.687732 2.515547 1.2424 -0.9125 -0.8867
N -1.243566 -4.361770 -2.339163 0.2801 -0.7959 -1.0234
N -3.111445 -3.460390 -1.496572 0.0110 0.2585 0.0708
N -0.062646 1.288721 1.387874 1.0862 -1.6735 -1.2494
N -0.097634 3.400781 2.171544 -0.8735 -0.5936 -0.1470
N -3.231088 -4.670311 -3.579688 -0.1747 0.2155 0.1558
C 0.563724 1.533381 4.401557 0.0778 0.0820 0.2079
C -1.521158 2.810959 -0.802802 -0.1646 0.0900 -0.4824
C 5.238754 -3.242625 -0.082910 0.2926 0.1264 -0.0549
C 0.067477 3.535860 -2.482494 -0.0111 -0.0022 0.0198
C 2.498044 0.684278 3.105647 0.1763 -0.2545 -0.0404
C -2.527694 -4.195929 -2.492494 1.1425 -0.4882 -0.4488
C -4.482518 -3.042684 -1.396292 -0.1912 0.3915 0.1890
C 1.585318 1.885165 3.319359 -0.5130 -0.2682 -0.1743
C 6.212245 -2.232436 -0.173464 -0.3822 -0.1404 -0.0252
C 5.823418 -0.906032 -0.405593 -0.0852 0.1298 -0.1301
C 3.891275 -2.920346 -0.179596 -0.4909 0.5763 0.0714
C 2.095465 -1.211124 -0.179669 -0.9148 0.9597 0.3880
C -2.139641 1.739780 0.059872 -0.2112 0.2309 -0.0151
C 2.489198 3.033900 3.762760 0.1154 0.3093 0.1286
C -1.941183 4.136406 -0.650889 0.0949 0.1451 0.0226
C 0.226906 4.762315 2.525050 -0.0152 0.4576 0.2479
C 3.476279 -1.564693 -0.320861 1.3224 -0.2343 -0.4228
C -2.187835 -3.039258 -0.466422 0.2036 -0.0751 0.5291
C -0.554526 2.508113 -1.764748 0.1735 0.2762 0.2533
C -1.417964 3.027014 2.106172 -0.2588 0.9662 0.8900
C -1.334412 5.162084 -1.373956 0.1136 -0.1543 -0.0138
C -0.314365 4.866183 -2.286224 -0.0891 -0.0974 0.1238
C 4.477310 -0.572185 -0.502826 -0.2054 -0.4515 0.3992
C -2.486567 -5.199495 -4.708528 0.2024 0.0201 0.1130
C 0.344410 0.244797 0.643268 -0.9531 1.4725 1.0360
C -1.478005 1.666294 1.438817 -0.4443 -0.4372 0.9065
C -4.668596 -4.827783 -3.697849 -0.3489 -0.1789 -0.1064
C 0.841124 2.300552 1.987771 0.3470 0.8800 -0.1517
C 1.643109 0.055793 0.177434 1.1288 -0.8636 -0.8418
H -1.511325 -4.711946 -4.737434 -0.1406 -0.0726 -0.2661
H -2.262540 -1.960325 -0.277174 -0.2122 -0.0438 -0.0221
H 5.543131 -4.283968 0.068883 -0.1484 0.4691 -0.0829
H 3.242496 0.881626 2.324833 -0.0626 -0.1121 0.0956
H -3.193257 1.985347 0.243318 0.1621 -0.1667 -0.0317
H -0.035954 0.666300 4.106802 -0.0183 0.0783 0.0398
H -0.101359 2.370912 4.633632 0.0372 -0.1024 -0.0546
H -1.192023 -3.306818 -0.855581 -0.4066 0.4069 0.5142
H -0.281804 1.464132 -1.937994 0.0091 0.2808 -0.0137
H -2.335048 -6.287075 -4.639899 -0.0510 0.1633 0.0167
H -2.096070 0.758602 -0.424274 -0.0635 0.1033 0.0466
H -4.520538 -2.209032 -0.685226 -0.0669 -0.1427 -0.1829
H 0.861761 3.289766 -3.190712 -0.3181 0.1073 0.1307
H 2.315426 0.915632 0.103618 -0.1904 -0.4341 0.5274
H 3.149237 3.338813 2.937708 -0.0994 0.0415 0.2084
H 3.044975 0.487247 4.040407 -0.1779 0.0437 -0.3014
H 7.274039 -2.482563 -0.076927 -0.4635 0.0989 -0.0510
H 3.119848 -3.692493 -0.099357 0.3245 0.2085 0.0072
H -2.343419 -3.591727 0.470895 -0.0955 0.2027 -0.0277
H 6.575736 -0.119206 -0.508207 -0.2363 -0.3455 0.0017
H 1.359306 -2.016207 -0.256192 0.1425 0.0854 0.2479
H -0.428437 -0.489683 0.412554 0.0737 0.0981 0.0218
H -2.748815 4.362031 0.050450 0.3013 -0.0181 -0.1960
H 1.286114 4.940860 2.340517 -0.1728 0.0620 -0.0022
H -1.653720 6.192228 -1.205652 0.0825 -0.2989 -0.1693
H -5.180590 -4.654984 -2.754378 0.1276 -0.2477 -0.3646
H -0.371561 5.450445 1.910253 0.1566 -0.2813 0.1604
H 0.163432 5.671752 -2.851488 -0.1484 -0.3445 0.2148
H 1.606398 2.594829 1.244973 -0.2289 -0.1238 0.1815
H 1.940672 -0.222159 2.855862 0.0906 0.0482 -0.0102
H -4.913401 -5.851589 -4.019822 0.1475 0.2079 0.0841
H -5.080836 -4.139612 -4.455034 0.0776 -0.1527 0.2082
H -5.128729 -3.838771 -1.004419 -0.0461 0.2192 0.0026
H 4.166902 0.455935 -0.697082 0.2772 -0.2627 0.0782
H -3.013192 -4.984858 -5.644469 -0.0087 0.0116 0.2107
H -0.813163 -4.988928 -3.014848 -0.4035 0.2095 0.1515
H 1.932941 3.904900 4.121170 0.1618 -0.2051 -0.0734
H -0.011840 4.961710 3.582494 0.1628 0.0022 -0.3362
H 1.091608 1.265739 5.328164 -0.1516 0.0618 -0.2450
H -4.870627 -2.687540 -2.356458 0.0152 0.0012 0.2615
H -2.022933 0.978308 2.106370 0.1046 0.1370 -0.2569
H 3.132802 2.699324 4.590093 -0.2265 0.0399 -0.2619
```
Forces are in eV/Å.

## Properties
- HOMO (eV) = -10.168
- E_LUMO (Ha) = -0.1695
- charge = +1
- orbital gap (eV) = 5.56

ORCA calculation (ωB97M-V with the def2-TZVPD basis set) on 6 unconnected molecules or ions with the total composition C27H36F5N2O21 in a non-equilibrium geometry.

```
91
Properties=species:S:1:pos:R:3:forces:R:3
F 3.635967 -0.225367 0.593735 0.4406 0.3424 -0.4144
F -0.929782 -6.657757 2.436719 0.1506 -0.1321 -0.4807
F 3.700065 -1.585043 2.261237 0.4393 -0.1440 0.5214
F 2.477761 -2.031781 0.555759 -0.1720 -0.5807 -0.3207
F -3.733343 -5.349027 5.027953 0.2689 -0.2167 0.0700
O -2.435217 1.473014 -1.611771 -0.0058 -0.3556 0.2605
O 8.170995 -7.553183 -3.700763 -0.0774 -0.0286 0.0636
O -1.580806 9.078406 -3.808210 -0.0831 -0.0457 0.0525
O 7.363718 -9.632008 -3.716380 0.0298 0.1315 0.0648
O -3.509954 13.649175 -4.582719 -0.2046 -0.0072 0.1894
O -2.164347 12.163691 -5.598592 0.1184 -0.0101 -0.1057
O -1.093570 -6.572039 4.623354 -0.4484 0.6472 -1.3216
O -0.788275 2.989234 -1.811695 -0.0397 0.0076 0.1501
O -2.742654 7.625818 -2.587794 0.0240 0.0202 0.0209
O -0.363649 -3.802155 2.950457 -0.0460 0.0712 0.1033
O -2.554561 -3.127717 5.720955 -0.0060 -0.0307 0.0794
O 2.940339 -6.701596 -0.207282 -0.1044 -0.0073 0.0559
O 9.057764 -9.083197 -5.094417 0.1702 -0.0541 -0.1731
O -4.546535 -5.297709 2.973978 2.0947 0.2347 1.7082
O -1.825914 14.344721 -5.905463 0.0344 -0.1160 -0.0318
O 3.827353 -8.228744 -1.603010 0.1610 0.0111 -0.1312
O -2.775593 3.621340 -1.041934 0.0679 -0.0290 0.0525
O -3.209595 -1.062391 6.244238 0.5186 -1.0226 -0.0688
O 0.747904 -0.219453 1.021062 -0.0869 -0.1782 0.2073
O 2.129090 -8.781004 -0.233562 0.0401 0.2188 0.0303
O -0.598197 7.181925 -3.115470 0.0902 -0.1839 0.1281
N -1.287535 -1.947560 2.219417 0.1582 -0.1418 -0.6433
N -2.254296 -5.041547 3.253481 -0.7716 0.0613 0.6285
C 6.981251 -7.521878 -2.904888 -0.0910 0.1145 0.0505
C 2.920120 -1.045030 1.335922 -0.4009 0.0783 -0.0110
C 1.761718 -0.314761 1.981940 0.3401 0.0694 -0.2278
C -3.604045 -5.244043 3.728981 -2.4516 -0.1073 -2.2569
C 1.749807 -6.670897 0.580694 -0.0505 0.1477 0.0484
C -1.901818 4.745739 -0.841460 0.0369 0.1771 0.0776
C -1.547683 7.896848 -3.167061 -0.0860 0.2381 -0.1356
C -0.604294 -3.184985 1.723206 -0.9990 -0.5131 -0.1342
C -1.348672 -3.465521 5.072374 0.0350 -0.0221 0.1747
C -2.476806 -1.988369 6.494144 -0.9085 1.4164 0.0706
C -0.690753 13.684951 -6.478064 0.1587 0.0327 -0.0703
C -1.654611 -3.765881 3.612774 0.6716 0.2866 0.0270
C -1.518250 -0.818682 1.255149 0.4194 0.0008 -0.1302
C -1.191939 12.266618 -6.646592 0.1024 -0.1013 -0.1197
C -3.556456 8.808490 -2.670835 -0.1280 0.0911 0.0605
C -1.518688 -1.961783 7.642284 -0.1985 -0.1207 -0.2987
C -0.757119 4.431338 -1.774385 0.1162 0.1061 -0.0788
C 1.531630 -8.132373 0.890674 -0.1962 -0.1988 0.2301
C 8.277333 -8.788309 -4.255223 -0.1174 0.0185 0.0953
C -2.591839 13.415810 -5.293215 0.1042 0.0628 -0.0779
C -2.942823 9.532889 -3.846414 -0.2178 0.2103 -0.0574
C -1.390641 -6.138811 3.550325 0.5445 -0.7529 1.7830
C -2.035535 2.590334 -1.498783 0.0410 0.2831 -0.1581
C 6.765964 -8.983029 -2.587665 -0.1120 -0.1341 0.1276
C -0.489546 0.246304 1.512387 0.1453 0.2963 0.0490
C 3.044233 -7.937101 -0.765166 -0.1255 -0.0337 0.0690
C -2.409687 -2.557143 2.985119 0.1978 0.3291 0.6745
H -1.279156 -1.204231 0.277376 -0.4182 -0.1562 -0.5003
H -2.523827 -0.440369 1.303061 -0.4504 -0.0870 0.1211
H -0.818663 -4.277455 5.552069 0.0270 -0.3362 0.1306
H -1.404883 -0.935829 7.933499 0.2231 0.4617 0.0887
H -0.566554 -2.417218 7.418762 0.2850 -0.1926 0.0081
H -0.409084 14.154030 -7.416572 -0.1435 0.1208 0.0214
H -0.422432 0.492796 2.570600 -0.0270 0.0395 0.3258
H -2.729666 -1.802758 3.691771 -0.1696 -0.1580 0.5112
H -0.695906 -2.597202 5.070878 0.3553 0.1419 -0.0914
H -3.385138 9.234555 -4.797660 0.0342 -0.0333 0.0008
H 0.938924 -6.246219 -0.016754 0.0074 -0.0423 -0.0526
H 1.892066 -6.066115 1.473777 0.2055 0.0351 -0.0495
H -3.280628 -2.837224 2.410313 0.1415 -0.0750 -0.7070
H 5.718924 -9.246432 -2.501294 0.0004 -0.1161 -0.1504
H 7.129215 -6.908928 -2.019711 0.1661 0.0327 -0.0528
H -0.413369 11.518798 -6.521223 -0.0868 -0.0568 0.1593
H -2.405747 5.674472 -1.084544 -0.1631 -0.0721 -0.0919
H -0.914004 4.814176 -2.778437 -0.0331 -0.0118 -0.0187
H -1.690039 12.108501 -7.604467 -0.0248 0.0450 0.0130
H 0.481683 -8.398510 0.971836 0.0216 -0.1402 -0.1534
H 1.475494 -0.868888 2.874865 -0.1920 -0.1677 0.1916
H -3.460807 9.366494 -1.738439 0.0581 -0.0127 -0.0067
H 0.144260 13.753328 -5.778941 -0.0283 -0.0229 0.0239
H 6.167763 -7.101032 -3.498148 -0.0040 -0.0425 -0.0168
H -2.991878 10.613162 -3.757729 0.1950 0.0084 -0.0231
H -4.599731 8.547964 -2.823979 0.0549 -0.1995 -0.0096
H -1.595772 4.766744 0.207537 -0.0036 -0.0578 -0.0210
H -1.387890 -3.734579 1.211777 -0.0207 -0.1353 -0.5705
H 0.202102 4.785000 -1.409425 0.0675 -0.1661 -0.0209
H -0.759181 1.161586 1.006358 -0.1844 0.2172 -0.3307
H -0.629403 -1.636147 2.933587 -0.0371 0.4232 0.0588
H 2.050967 -8.448971 1.797038 0.0282 0.0247 -0.0158
H 7.292070 -9.296911 -1.683128 0.0520 0.0319 -0.0320
H -1.968129 -2.470483 8.481540 -0.1453 -0.4079 0.2293
H 0.238233 -3.040823 1.068891 0.6223 0.3202 0.3212
H 2.142203 0.655945 2.275413 -0.0046 0.3509 0.2332
```
Forces are in eV/Å.

## Properties
- HOMO (eV) = -11.662
- E_LUMO (Ha) = -0.1160
- charge = +1
- orbital gap (eV) = 8.50

| no. | E (eV) |
| --- | --- |
| 1 | -40245.6640 |
| 2 | -88140.4631 |